Entry 1:
Molecular formula: C4H8O2S
Method: DFT, wB97M-V/def2-TZVPD

The geometry in XYZ format:
```
15
Properties=species:S:1:pos:R:3
S -1.843 1.403 -2.177
O 2.683 -0.662 0.341
O 1.874 -0.438 2.399
C -1.614 0.302 -0.712
C -0.099 0.325 -0.434
C 1.679 -0.516 1.215
C 0.297 -0.686 0.637
H 0.195 1.349 -0.185
H -3.062 1.694 -1.831
H 0.302 -1.767 0.443
H 0.501 0.213 -1.339
H -0.356 -0.541 1.499
H 3.499 -0.723 0.846
H -2.111 -0.625 -0.971
H -1.944 0.670 0.270
```

Results
Orbital gap: 10.02 eV
E_tot: -19207.9117 eV
SMILES: O=C(O)CCCS
Net charge: 0
ΔE to the lowest compared entry with this formula, charge and spin: 46.9 kJ/mol
Max |F|: 0.0312 Eh/bohr

***

Entry 2:
Molecular formula: C35H43BrF5N4O5PPmTe
Method: DFT, wB97M-V/def2-TZVPD

The geometry in XYZ format:
```
96
Properties=species:S:1:pos:R:3
Pm -1.436 0.002 -0.473
Te -2.957 -2.592 0.309
Br -3.391 -1.991 3.018
P 0.749 1.226 -1.671
F -4.883 -2.842 0.561
F -3.547 -3.775 -1.245
F -2.336 -1.567 -1.664
F -3.731 -0.656 0.283
F -3.007 -4.529 1.216
O 2.132 1.462 -0.897
O 1.042 1.754 -3.173
O 0.425 -0.241 -1.696
O -0.297 2.002 -0.940
O -1.206 -1.142 1.448
N -0.664 -3.788 -0.790
N -1.920 1.487 1.493
N 0.133 -2.728 -0.617
N -3.192 1.558 -1.168
C -2.864 2.313 1.168
C -1.957 -3.522 4.929
C 2.574 -2.318 -0.811
C 4.298 1.800 -0.081
C 3.435 1.805 -1.346
C 1.467 4.010 2.580
C -4.023 1.923 -2.146
C 1.939 -2.453 3.762
C -0.574 2.817 3.027
C 3.430 3.197 -1.978
C 0.695 2.870 2.463
C 1.324 -4.535 -1.227
C -0.003 -4.897 -1.163
C 2.145 -1.622 2.688
C 0.506 2.328 -5.382
C 0.242 1.306 -4.274
C -4.861 2.977 -1.762
C -0.780 -6.139 -1.391
C -1.764 -2.724 3.831
C -1.060 3.934 3.694
C -3.491 2.383 -0.096
C -0.483 -2.366 3.373
C -0.288 5.078 3.809
C 0.694 -0.089 -4.710
C -0.853 -3.982 5.655
C 1.357 -3.170 -0.879
C -0.237 -1.546 2.213
C 0.981 5.115 3.259
C 0.634 -2.822 4.137
C -1.424 1.585 2.867
C 1.077 -1.167 1.931
C 3.961 0.769 -2.339
C -1.244 1.290 -3.927
C -4.526 3.272 -0.454
C 0.409 -3.626 5.274
H -4.954 4.028 0.180
H 1.070 2.011 1.925
H 1.219 -0.506 1.078
H -2.048 3.912 4.134
H -0.690 5.945 4.315
H 4.102 -0.188 -1.843
H -1.674 -3.694 -0.785
H 3.272 -2.593 -1.603
H -1.513 2.222 -3.433
H 3.150 -1.312 2.438
H -1.011 -4.601 6.524
H -5.615 3.451 -2.364
H 1.573 2.385 -5.582
H 5.339 1.981 -0.332
H 3.955 2.563 0.609
H -1.838 1.184 -4.835
H 2.845 3.178 -2.891
H -2.263 1.616 3.578
H 1.733 -0.070 -5.040
H 4.215 0.840 0.419
H 4.446 3.513 -2.205
H 1.586 6.006 3.357
H 2.768 -2.828 4.346
H -1.448 -6.298 -0.546
H 1.266 -3.943 5.852
H 2.974 3.915 -1.303
H 2.162 -5.148 -1.490
H 4.912 1.092 -2.759
H -0.826 0.690 3.076
H -0.124 -6.995 -1.504
H 3.079 -2.451 0.146
H -3.241 3.038 1.906
H 2.287 -1.277 -0.924
H 3.235 0.646 -3.136
H 2.457 4.042 2.145
H 0.162 3.308 -5.062
H -4.020 1.415 -3.098
H 0.593 -0.771 -3.870
H -0.015 2.039 -6.290
H -1.402 -6.034 -2.278
H -2.958 -3.765 5.241
H 0.072 -0.442 -5.530
H -1.474 0.456 -3.253
```

Results
Orbital gap (alpha / beta): 7.01 / 7.01 eV
E_tot: -169968.0295 eV
Net charge: -1
<S²>: 6.00
2S+1: 5
Max |F|: 0.1359 Eh/bohr